(1)
{
  "formula": "C4H6B2F8K3O3",
  "method": "ωB97M-V/def2-TZVPD",
  "species": ["K", "K", "K", "B", "F", "F", "F", "F", "B", "F", "F", "F", "F", "C", "C", "C", "O", "C", "O", "O", "H", "H", "H", "H", "H", "H"],
  "coordinates": [[-3.737306, 4.245857, 23.526714], [-4.671367, 0.408526, 25.807631], [-2.232881, 1.509509, 19.746696], [-3.822241, 0.536639, 22.743779], [-3.037805, 0.274036, 23.800343], [-4.895708, -0.124772, 23.059422], [-4.007357, 1.912041, 22.620365], [-3.366700, 0.102015, 21.514794], [-1.637945, 4.175585, 21.143727], [-1.719858, 3.213347, 22.051819], [-0.482075, 3.866282, 20.502638], [-2.777281, 4.117069, 20.354533], [-1.634390, 5.435216, 21.701387], [-6.738307, -0.424680, 20.191407], [-6.733356, 0.279668, 18.842925], [-6.351789, -0.412702, 17.586589], [-7.351982, -0.117559, 16.673596], [-8.297640, 0.589283, 17.335080], [-9.227229, 1.147815, 16.796215], [-7.997423, 0.739984, 18.588903], [-5.841217, -0.959441, 20.503447], [-7.507141, -1.192929, 20.273749], [-6.955062, 0.351116, 20.925747], [-6.266595, 1.238117, 19.070129], [-6.303573, -1.500193, 17.642590], [-5.560295, 0.221174, 17.186784]],
  "forces_ev_per_a": [[0.2, 0.0, -0.1], [-0.1, 0.1, 0.0], [0.1, 0.4, 0.3], [1.0, 1.1, -0.8], [3.3, 0.1, 1.8], [-5.1, -1.9, 0.3], [-0.5, 1.1, -0.1], [1.1, -0.6, -1.4], [0.5, 1.9, -0.7], [-1.0, -2.6, 3.3], [1.4, 0.1, -2.1], [-1.1, -0.5, -1.4], [0.1, 0.8, 0.7], [-0.2, -0.6, 0.3], [0.9, 0.3, 3.1], [1.5, 0.3, -0.6], [-2.1, 0.2, -0.4], [-2.2, 1.9, -3.0], [0.9, -1.2, 0.5], [-2.5, 0.2, 1.0], [0.4, 0.5, -0.3], [-0.3, 0.1, -0.3], [0.0, -0.2, 0.2], [1.4, -0.2, -0.6], [0.9, 0.2, 0.2], [1.3, -1.4, 0.0]],
  "lowdin_spin": [0.283, 0.580, 0.026, 0.035, 0.021, 0.017, 0.022, 0.001, 0.005, 0.003, 0.000, 0.001, 0.002, 0.001, 0.000, 0.000, 0.000, 0.000, 0.000, 0.000, 0.000, 0.000, 0.001, 0.000, 0.000, 0.000],
  "lumo_ev": [-0.809, -0.834],
  "s2": 0.750,
  "homo_lumo_gap_ha": [0.1010, 0.3705],
  "spin_multiplicity": 2
}



(2)
{
  "formula": "C14H28Cl14",
  "method": "ωB97M-V/def2-TZVPD",
  "species": ["Cl", "C", "C", "Cl", "H", "H", "H", "H", "Cl", "C", "C", "Cl", "H", "H", "H", "H", "Cl", "C", "C", "Cl", "H", "H", "H", "H", "Cl", "C", "C", "Cl", "H", "H", "H", "H", "Cl", "C", "C", "Cl", "H", "H", "H", "H", "Cl", "C", "C", "Cl", "H", "H", "H", "H", "Cl", "C", "C", "Cl", "H", "H", "H", "H"],
  "coordinates": [[-12.290065, -10.176367, -7.277082], [-10.537186, -10.613508, -7.440102], [-9.759601, -10.909424, -6.207582], [-10.134581, -12.460425, -5.541344], [-9.989606, -9.768335, -7.917763], [-10.525167, -11.391544, -8.190405], [-9.940702, -10.109027, -5.435725], [-8.724303, -10.851184, -6.449431], [-11.860108, -11.215837, -1.535998], [-11.620012, -10.130093, -2.932835], [-12.350320, -8.833654, -2.821166], [-11.486619, -7.529464, -1.704369], [-12.013148, -10.705846, -3.913850], [-10.560128, -10.097391, -3.058424], [-13.382056, -8.891934, -2.441875], [-12.268318, -8.351487, -3.785597], [-17.151498, -20.206413, -5.139413], [-16.753810, -18.503574, -4.747679], [-18.040737, -17.738564, -4.549957], [-17.682912, -16.033117, -4.415119], [-16.084601, -18.131612, -5.538291], [-16.149309, -18.407272, -3.819152], [-18.510836, -18.092355, -3.634440], [-18.760860, -17.855739, -5.345289], [-19.248381, -16.458223, -0.110157], [-18.074037, -15.111007, 0.114805], [-17.133190, -14.999024, -1.109572], [-15.740273, -16.070688, -0.986201], [-17.640254, -15.174940, 1.107435], [-18.791090, -14.232240, 0.245970], [-16.878724, -13.956079, -1.109989], [-17.723523, -15.207933, -1.980796], [-8.353188, -14.798498, -1.721318], [-8.314463, -15.199817, -3.493820], [-9.276991, -16.335534, -3.765595], [-9.391777, -16.677908, -5.460675], [-7.245890, -15.522931, -3.695744], [-8.561670, -14.208784, -3.938215], [-10.232240, -15.968020, -3.482153], [-8.830285, -17.140165, -3.147133], [-15.137005, -11.915857, -4.512893], [-13.819448, -13.184033, -4.327767], [-14.100973, -14.127186, -3.204904], [-12.681855, -15.257848, -3.196642], [-12.978157, -12.619188, -4.047177], [-13.579351, -13.567708, -5.302730], [-14.990824, -14.761029, -3.297323], [-14.032653, -13.611554, -2.234004], [-17.008766, -8.994943, -1.530756], [-16.383586, -9.757653, -0.064576], [-15.507227, -10.962968, -0.428730], [-15.005998, -11.700419, 1.084028], [-17.279172, -10.049242, 0.570604], [-15.741850, -9.050350, 0.424437], [-14.566714, -10.611878, -0.947156], [-15.823984, -11.819986, -1.073297]],
  "forces_ev_per_a": [[0.8, -0.1, 0.4], [0.2, 1.3, -1.5], [-1.0, 1.6, 1.0], [-0.2, -1.1, 0.6], [-0.8, -0.2, 0.3], [0.1, -0.5, 0.2], [0.1, -0.8, -0.7], [0.9, -0.2, -0.2], [-0.2, 0.0, 0.0], [-1.4, -2.0, -1.7], [0.8, 1.4, 0.8], [-0.7, -1.5, -0.8], [0.6, 1.3, 2.2], [0.6, 0.6, 0.0], [0.5, -0.1, -0.3], [-0.4, 0.2, -0.2], [0.2, 0.2, 0.3], [0.9, 0.2, 0.2], [-0.1, -0.8, 0.1], [0.2, 0.9, 0.0], [-0.7, 0.0, 0.0], [-0.5, -0.6, -0.5], [0.0, 0.2, 0.1], [0.0, -0.1, -0.4], [0.3, -0.2, 0.2], [-1.7, 1.0, -0.1], [-1.4, 0.3, 1.9], [0.0, 0.0, -0.1], [0.6, -0.5, -0.2], [1.2, -0.8, -0.8], [0.9, 0.4, -0.3], [0.1, -0.3, -0.4], [0.0, -0.3, -0.2], [1.5, 1.0, 0.1], [1.4, 0.7, 1.3], [0.2, -0.4, -1.0], [-1.3, 0.6, 0.0], [0.2, -1.1, -0.2], [-0.8, -0.4, 0.7], [-1.1, -0.1, -0.7], [0.4, -0.7, 0.2], [-0.9, 1.1, -0.1], [0.3, -0.7, 0.3], [-0.3, 0.0, 0.1], [1.1, 0.8, 0.4], [-0.5, -0.6, -0.3], [0.2, 0.4, 0.0], [-0.4, -0.2, -0.4], [-0.1, 0.2, -0.4], [-1.1, -1.6, 0.0], [1.3, 0.0, -1.2], [0.3, -0.4, 0.8], [1.3, 0.4, -0.7], [0.0, 0.3, 0.4], [-1.0, -0.2, 0.6], [-0.7, 1.2, 0.5]],
  "mulliken_charge": [-0.172, -0.541, -0.357, -0.080, 0.312, 0.344, 0.158, 0.350, -0.173, 0.115, -0.422, -0.235, -0.260, 0.417, 0.186, 0.357, -0.207, -0.400, -0.426, -0.176, 0.327, 0.245, 0.273, 0.379, -0.214, -0.608, 0.423, -0.156, 0.425, 0.280, -0.227, 0.077, -0.208, -0.172, 0.223, -0.179, 0.342, -0.024, -0.204, 0.332, -0.222, -0.112, 0.292, -0.302, -0.217, 0.408, -0.093, 0.142, -0.199, -0.432, 0.603, -0.215, 0.326, 0.318, -0.392, -0.028],
  "lumo_ev": 0.340,
  "homo_lumo_gap_ha": 0.4080,
  "relative_energy_kcal_mol": 38.5,
  "smiles": "ClCCCl.ClCCCl.ClCCCl.ClCCCl.ClCCCl.ClCCCl.ClCCCl"
}



(3)
{
  "formula": "C11H28BaF3N4O13S",
  "method": "ωB97M-V/def2-TZVPD",
  "species": ["Ba", "N", "O", "O", "O", "N", "O", "O", "O", "C", "F", "F", "F", "S", "O", "O", "O", "C", "C", "C", "O", "C", "N", "H", "H", "H", "H", "H", "H", "H", "H", "H", "H", "H", "C", "C", "C", "O", "C", "N", "H", "H", "H", "H", "H", "H", "H", "H", "H", "H", "H", "C", "C", "O", "O", "H", "H", "H", "H", "H", "H"],
  "coordinates": [[-0.280954, -0.083950, -0.447668], [-0.396514, -0.854518, -4.326753], [-0.542765, -1.038781, -3.087024], [-1.072703, -1.502950, -5.152911], [0.408416, 0.038670, -4.725612], [1.436946, -1.018974, 3.065406], [0.914895, -0.816585, 1.932675], [0.749893, -0.984180, 4.096014], [2.655540, -1.319526, 3.120945], [-2.845532, 3.380687, 2.494633], [-3.371396, 3.719363, 3.663140], [-3.801238, 3.308815, 1.561754], [-1.999529, 4.361911, 2.129018], [-1.919918, 1.723284, 2.677720], [-2.952152, 0.741123, 2.978886], [-1.210951, 1.619056, 1.388179], [-1.005323, 1.901550, 3.800749], [-3.137644, -3.221546, 2.220577], [-2.008911, -2.589570, 1.418405], [-1.425068, -3.518779, 0.359128], [-0.285277, -2.928204, -0.254080], [0.521527, -3.711872, -1.085477], [-2.448501, -1.259780, 0.915404], [-3.661281, -2.506120, 2.861044], [-2.787891, -3.926245, 2.986371], [-3.933673, -3.768107, 1.703684], [-1.176949, -2.429869, 2.109952], [-2.206260, -3.803532, -0.355635], [-1.050270, -4.385849, 0.914329], [0.891695, -4.635942, -0.634019], [1.388370, -3.071125, -1.274870], [0.162801, -3.916554, -2.099880], [-3.276873, -1.411673, 0.335551], [-2.839466, -0.813989, 1.747441], [4.679034, -0.637052, -1.393049], [3.381764, -0.237541, -0.669719], [3.435654, 1.177606, -0.098225], [2.189541, 1.373091, 0.540763], [2.046303, 2.625604, 1.199052], [2.274177, -0.287333, -1.682425], [4.990631, 0.091021, -2.144381], [4.570715, -1.635700, -1.814332], [5.508783, -0.699379, -0.678739], [3.170283, -1.016261, 0.063025], [3.557324, 1.890877, -0.925916], [4.233631, 1.335736, 0.633218], [2.408466, 3.505018, 0.658780], [2.564328, 2.534966, 2.157848], [0.981407, 2.730856, 1.398391], [2.499923, 0.410194, -2.394247], [2.381360, -1.125455, -2.252643], [-0.614607, 3.173253, -1.589080], [-1.962131, 2.714991, -2.094741], [-2.299758, 1.444063, -1.575550], [0.396174, 2.221696, -1.920025], [-0.603299, 3.511822, -0.548236], [-0.329092, 4.142097, -2.020503], [-1.719634, 2.623653, -3.165105], [-2.823306, 3.366932, -1.934572], [-3.118443, 1.131840, -1.966384], [0.707728, 2.357168, -2.820281]],
  "forces_ev_per_a": [[0.7, -0.1, 0.5], [-0.1, 0.8, -1.1], [0.0, -0.2, 0.0], [0.6, 0.4, 0.9], [-0.5, -0.8, 0.5], [0.6, -0.8, 0.6], [-0.3, 0.0, -0.2], [0.1, 0.1, -0.7], [-0.5, 0.4, -0.2], [1.1, -1.1, 0.1], [-0.4, 0.2, 0.1], [-0.2, 0.1, 0.1], [-0.1, -0.1, -0.1], [1.7, -0.1, 1.8], [-0.2, 0.6, -1.0], [-1.0, 0.2, 0.3], [-0.9, 0.7, -1.2], [-0.4, -1.0, 1.2], [0.0, 0.3, 0.2], [0.1, -0.1, 0.4], [-0.9, 0.5, 0.0], [1.1, 0.3, -0.6], [-0.3, -1.0, -0.1], [0.2, 0.4, -0.4], [0.4, -0.1, -0.3], [0.2, 0.2, -0.6], [-0.1, 0.5, 0.0], [0.2, -0.1, -0.3], [-0.4, -0.3, -0.2], [-0.3, 0.0, 0.3], [0.1, -0.2, 0.2], [-0.8, 0.0, 0.3], [0.1, -0.1, -0.1], [0.4, 0.6, -0.2], [0.5, 0.2, 1.1], [0.4, -0.4, -1.6], [-0.9, -0.6, 0.4], [-0.1, 0.7, -0.7], [-0.2, -0.7, 0.6], [0.7, 0.2, -0.1], [-0.2, -0.1, -0.2], [0.0, 0.1, -0.2], [0.0, 0.0, 0.0], [-0.1, 0.4, 0.5], [0.1, 0.1, 0.0], [0.2, -0.2, -0.1], [0.1, -0.2, -0.4], [0.0, 0.3, 0.1], [0.0, 0.1, 0.1], [-0.3, 0.3, 0.2], [-0.2, -0.2, 0.4], [0.3, 1.5, 0.3], [0.3, -0.2, -1.1], [0.2, -0.3, 0.4], [-0.2, 0.2, 0.8], [0.1, -1.3, 0.4], [-0.5, -0.1, -0.7], [-0.8, -0.1, -0.1], [0.5, 0.5, 0.0], [0.0, 0.0, -0.1], [-0.2, -0.2, -0.1]],
  "mulliken_charge": [1.208, 0.678, -0.431, -0.623, -0.623, 0.624, -0.403, -0.602, -0.685, 0.482, -0.213, -0.245, -0.241, 1.098, -0.856, -0.244, -0.689, -1.602, 0.808, -0.855, 0.136, -0.584, -0.145, 0.437, 0.405, 0.335, -0.072, 0.317, 0.335, 0.326, -0.050, 0.288, 0.145, 0.072, -1.661, 0.652, -1.003, 0.299, -0.740, -0.190, 0.348, 0.438, 0.410, 0.142, 0.322, 0.418, 0.300, 0.310, 0.010, 0.129, 0.122, -0.444, -0.295, -0.345, -0.269, -0.008, 0.442, 0.309, 0.387, 0.178, 0.207],
  "total_charge": -1,
  "lumo_ev": 1.948,
  "homo_lumo_gap_ha": 0.2689,
  "relative_energy_kcal_mol": 0.0
}